(1)
C3H6N2O2 | the ωB97M-V functional and the def2-TZVPD basis

Summary:
ΔE to the lowest compared entry with this formula, charge and spin (kcal per mole): 104.3
HOMO-LUMO gap (eV): 9.926

Geometry as ORCA input:
```
! RIJCOSX wB97M-V def2-TZVPD def2/J DEFGRID3
* xyz 0 1
N -0.242 2.164 1.193
C 0.608 1.512 0.400
O 1.746 1.681 -0.025
C -0.107 0.274 -0.108
O 0.496 -0.868 0.331
C 0.314 -2.000 -0.409
N -0.429 -2.028 -1.423
H 0.127 3.060 1.562
H -1.243 1.331 1.013
H -0.302 0.262 -1.180
H -1.418 0.367 0.453
H 0.895 -2.804 0.046
H -0.445 -2.950 -1.851
*
```

---

(2)
C4H6O2 | the ωB97M-V functional and the def2-TZVPD basis

Summary:
ΔE to the lowest compared entry with this formula, charge and spin (kcal per mole): 40.1
SMILES string: CC(=O)[C@H]1CO1
HOMO-LUMO gap (eV): 10.844

Geometry as ORCA input:
```
! RIJCOSX wB97M-V def2-TZVPD def2/J DEFGRID3
* xyz 0 1
C -1.524 -0.327 -0.541
C -0.561 -0.468 0.612
O -0.645 -1.372 1.416
C 0.599 0.477 0.748
C 1.642 0.333 -0.269
O 0.827 1.492 -0.211
H -1.324 0.543 -1.169
H -1.494 -1.241 -1.143
H -2.532 -0.261 -0.122
H 0.884 0.716 1.771
H 1.445 -0.316 -1.122
H 2.683 0.425 0.030
*
```

---

(3)
C7H13N6O | the ωB97M-V functional and the def2-TZVPD basis

Summary:
ΔE to the lowest compared entry with this formula, charge and spin (kcal per mole): 23.4
SMILES string: NC(N)c1nc(CO)cnc1NC=[NH2+]
HOMO-LUMO gap (eV): 9.150

Geometry as ORCA input:
```
! RIJCOSX wB97M-V def2-TZVPD def2/J DEFGRID3
* xyz 1 1
N -0.624 2.568 -0.384
C -1.121 1.442 0.288
N -2.240 0.903 -0.489
C 0.050 0.234 0.185
N 1.265 0.732 0.191
C 2.322 -0.060 0.065
C 3.691 0.479 0.260
O 4.718 -0.418 -0.194
C 2.131 -1.397 -0.348
N 0.940 -1.911 -0.340
C -0.062 -1.141 -0.027
N -1.322 -1.813 0.044
C -2.492 -1.249 0.448
N -3.757 -1.573 0.070
H -0.992 3.394 0.183
H 0.409 2.627 -0.129
H -1.302 1.520 1.369
H -3.191 1.325 -0.325
H -1.933 1.163 -1.413
H 3.674 1.589 -0.212
H 3.949 0.481 1.318
H 5.489 0.058 -0.231
H 2.871 -2.106 -0.697
H -1.452 -2.476 -0.693
H -2.466 -0.605 1.263
H -4.628 -1.586 0.629
H -3.928 -2.179 -0.831
*
```

---

(4)
C6H12N2O4 | the ωB97M-V functional and the def2-TZVPD basis

Summary:
ΔE to the lowest compared entry with this formula, charge and spin (kcal per mole): 59.4
SMILES string: C[C@H](N)C(=O)N[C@@H](CO)C(=O)O
HOMO-LUMO gap (eV): 9.788

Geometry as ORCA input:
```
! RIJCOSX wB97M-V def2-TZVPD def2/J DEFGRID3
* xyz 0 1
C -3.186 -0.106 -0.621
C -1.946 -0.552 0.288
N -1.723 0.007 1.547
C -0.846 -0.450 -0.782
O -0.908 -0.958 -1.874
N 0.198 0.208 -0.206
C 1.680 0.096 -0.603
C 2.429 1.230 0.106
O 1.664 2.256 -0.388
C 2.283 -1.167 -0.087
O 3.039 -1.941 -0.672
O 1.791 -1.416 1.213
H -2.901 -0.502 -1.567
H -4.189 -0.536 -0.294
H -3.466 0.985 -0.471
H -1.996 -1.703 0.251
H -2.364 -0.231 2.270
H -1.761 1.056 1.590
H 0.055 0.540 0.769
H 1.838 0.279 -1.653
H 3.429 1.427 -0.251
H 2.203 1.071 1.076
H 2.211 2.497 -1.142
H 2.464 -2.089 1.500
*
```

---

(5)
C6H13N3 | the ωB97M-V functional and the def2-TZVPD basis

Summary:
ΔE to the lowest compared entry with this formula, charge and spin (kcal per mole): 95.6
HOMO-LUMO gap (spin up / spin down) (eV): 7.810 / 7.811

Geometry as ORCA input:
```
! RIJCOSX wB97M-V def2-TZVPD def2/J DEFGRID3
* xyz 0 1
C 0.604 -0.315 -0.109
C 1.224 -0.877 1.146
C 0.480 -1.316 -1.238
C 1.325 0.938 -0.563
C -1.474 -0.538 0.447
C -1.166 0.886 0.424
N -1.661 1.560 -0.709
N -1.657 -1.625 0.959
N -0.881 1.458 1.564
H -1.801 1.009 -1.545
H -1.249 2.471 -0.852
H -2.598 -1.966 1.127
H -1.326 2.372 1.624
H 0.693 -1.764 1.492
H 2.254 -1.185 0.945
H 1.216 -0.126 1.935
H -0.104 -0.906 -2.068
H 1.472 -1.552 -1.635
H 0.033 -2.252 -0.907
H 2.376 0.696 -0.750
H 1.312 1.702 0.213
H 0.925 1.330 -1.500
*
```

---

(6)
C4H38BO27 | the ωB97M-V functional and the def2-TZVPD basis

Summary:
ΔE to the lowest compared entry with this formula, charge and spin (kcal per mole): 0.4
HOMO-LUMO gap (eV): 9.807

Geometry as ORCA input:
```
! RIJCOSX wB97M-V def2-TZVPD def2/J DEFGRID3
* xyz -1 1
O 6.397 8.983 13.951
C 6.507 7.821 14.238
O 6.569 7.366 15.463
B 6.939 5.968 15.509
O 7.030 5.555 14.116
C 6.825 6.583 13.317
O 6.809 6.590 12.120
O 5.885 5.204 16.203
C 6.351 4.546 17.209
O 5.757 3.916 18.048
C 7.934 4.748 17.173
O 8.148 5.698 16.307
O 8.709 4.134 17.846
O 4.973 11.861 13.521
H 4.566 12.387 14.215
H 4.362 11.106 13.397
O 9.896 5.276 20.686
H 9.456 4.453 20.434
H 9.430 5.566 21.479
O 5.988 7.831 19.839
H 6.842 7.587 19.441
H 6.201 8.563 20.430
O 7.144 9.699 10.382
H 7.401 10.542 10.780
H 7.403 9.038 11.031
O 7.760 11.448 12.624
H 8.145 10.935 13.339
H 6.842 11.597 12.904
O 7.760 5.264 9.283
H 8.108 4.451 8.905
H 8.087 5.271 10.191
O 5.358 2.833 20.504
H 4.544 3.288 20.741
H 5.571 3.160 19.607
O 4.351 9.484 18.389
H 5.007 8.936 18.878
H 4.833 9.839 17.631
O 4.818 4.763 10.893
H 5.569 5.373 10.931
H 4.839 4.307 11.733
O 11.294 5.424 15.419
H 10.791 6.003 16.014
H 11.449 4.629 15.963
O 3.843 9.440 12.708
H 4.799 9.379 12.891
H 3.535 8.526 12.822
O 3.058 6.418 15.826
H 3.173 5.522 16.199
H 3.720 6.963 16.275
O 10.427 7.783 16.914
H 10.183 8.383 16.199
H 11.323 8.046 17.156
O 8.943 7.688 19.329
H 9.281 7.357 18.481
H 9.395 7.145 19.992
O 6.920 2.912 12.734
H 6.008 3.185 12.838
H 7.419 3.540 13.267
O 2.864 4.195 17.627
H 3.763 3.849 17.780
H 2.281 3.479 17.896
O 6.238 0.415 18.673
H 5.915 -0.456 18.424
H 5.462 0.986 18.639
O 3.599 6.618 13.053
H 3.870 6.495 13.978
H 2.947 5.927 12.904
O 11.534 3.709 17.653
H 12.020 4.039 18.415
H 10.598 3.710 17.920
*
```

---

(7)
C18H40B4F16FeN2 | the ωB97M-V functional and the def2-TZVPD basis

Summary:
ΔE to the lowest compared entry with this formula, charge and spin (kcal per mole): 0.0
<S²>: 6.004
HOMO-LUMO gap (spin up / spin down) (eV): 8.306 / 6.300

Geometry as ORCA input:
```
! RIJCOSX wB97M-V def2-TZVPD def2/J DEFGRID3
* xyz 0 5
Fe -3.339 3.075 0.350
C 2.676 0.460 2.635
C 1.842 -0.726 3.196
C 0.421 -0.726 2.669
N -0.477 -1.883 3.028
C -1.495 -2.096 1.960
C -2.607 -3.110 2.264
C -3.275 -2.733 3.587
C -2.284 -2.511 4.738
C -1.226 -1.491 4.324
C 0.270 -3.149 3.309
H 3.510 0.627 3.315
H 2.007 1.320 2.643
H 3.121 0.337 1.649
H 1.886 -0.625 4.287
H 2.414 -1.654 3.103
H 0.516 -0.820 1.587
H -0.026 0.187 3.053
H -2.011 -1.138 1.855
H -0.960 -2.279 1.028
H -3.303 -2.936 1.442
H -2.293 -4.155 2.226
H -3.797 -1.799 3.355
H -4.082 -3.420 3.840
H -2.779 -2.082 5.608
H -1.831 -3.448 5.064
H -1.676 -0.506 4.223
H -0.416 -1.592 5.048
H 0.468 -3.802 2.457
H -0.391 -3.866 3.803
H 1.089 -2.962 3.991
C 5.585 1.913 -1.948
C 4.198 1.553 -2.385
C 4.083 0.086 -2.810
N 2.831 -0.248 -3.651
C 1.755 -0.232 -2.561
C 0.451 -0.948 -2.951
C 0.677 -2.298 -3.608
C 1.767 -2.286 -4.689
C 3.071 -1.701 -4.144
C 2.429 0.698 -4.724
H 5.594 2.960 -1.632
H 6.365 1.841 -2.705
H 5.847 1.380 -1.031
H 3.843 2.253 -3.148
H 3.496 1.814 -1.587
H 4.192 -0.636 -2.008
H 4.878 -0.146 -3.525
H 2.122 -0.618 -1.606
H 1.646 0.809 -2.255
H 0.000 -1.104 -1.975
H -0.155 -0.309 -3.593
H 0.930 -2.939 -2.751
H -0.133 -2.878 -4.052
H 1.943 -3.341 -4.905
H 1.390 -1.793 -5.582
H 3.460 -2.259 -3.297
H 3.849 -1.472 -4.873
H 1.832 1.532 -4.368
H 2.018 0.178 -5.583
H 3.359 1.134 -5.100
B -5.291 3.664 -1.526
F -3.905 4.001 -1.337
F -5.356 2.916 -2.686
F -5.426 2.799 -0.389
F -6.115 4.759 -1.535
B -3.625 1.063 2.360
F -2.317 1.236 1.891
F -4.428 2.166 1.897
F -4.193 -0.062 1.747
F -3.707 0.905 3.739
B -1.827 1.351 -1.207
F -1.548 1.637 -2.558
F -1.206 0.252 -0.707
F -1.448 2.500 -0.431
F -3.215 1.348 -0.949
B -2.298 5.228 1.025
F -3.694 4.941 0.969
F -1.781 5.305 -0.276
F -2.084 6.426 1.669
F -1.817 4.123 1.711
*
```

---

(8)
C18H38BeOP2 | the ωB97M-V functional and the def2-TZVPD basis

Summary:
ΔE to the lowest compared entry with this formula, charge and spin (kcal per mole): 84.1
HOMO-LUMO gap (eV): 4.062

Geometry as ORCA input:
```
! RIJCOSX wB97M-V def2-TZVPD def2/J DEFGRID3
* xyz 0 1
P 0.231 -2.126 -2.446
P 0.362 1.957 -2.225
C -0.153 -0.610 -3.372
C 0.872 0.541 -3.251
H -1.173 -0.273 -3.109
H -0.197 -0.932 -4.423
H 1.867 0.208 -2.901
H 1.018 0.964 -4.263
C -0.758 2.947 -3.261
H -1.093 3.854 -2.738
H -1.638 2.350 -3.534
H -0.262 3.251 -4.193
C 1.853 2.920 -1.858
H 2.001 3.692 -2.620
H 2.744 2.272 -1.855
H 1.772 3.410 -0.874
C -0.802 -3.461 -3.017
H -0.788 -4.297 -2.310
H -0.409 -3.816 -3.977
H -1.839 -3.143 -3.160
C 1.928 -2.641 -2.645
H 2.624 -1.796 -2.633
H 2.009 -3.157 -3.607
H 2.201 -3.347 -1.851
Be 1.482 -0.581 3.390
C -0.626 1.679 -0.704
C -2.086 1.533 -0.657
C -2.839 0.296 -0.779
C -2.417 -0.962 0.103
C -1.508 -1.893 -0.506
C -0.082 -1.758 -0.714
C 0.756 -0.540 -0.133
C 0.110 0.747 0.337
C 1.550 -2.183 3.889
H -0.489 2.707 -0.282
H -2.639 2.464 -0.405
H -2.884 -0.016 -1.837
H -3.881 0.536 -0.482
H -2.082 -0.690 1.119
H -3.348 -1.533 0.249
H -1.883 -2.904 -0.658
H 0.423 -2.661 -0.297
H 1.572 -0.302 -0.822
H 1.262 -0.916 0.772
H -0.577 0.523 1.163
H 0.912 1.352 0.814
H 2.467 -2.310 4.484
H 1.564 -2.911 3.069
H 0.690 -2.429 4.535
C -1.093 1.078 4.835
C 0.333 1.426 4.434
C 1.370 1.367 5.545
O 0.724 0.608 3.336
H -1.186 0.011 5.072
H -1.783 1.306 4.013
H -1.421 1.668 5.697
H 0.284 2.455 4.054
H 1.492 0.351 5.943
H 2.336 1.698 5.155
H 1.128 2.018 6.391
*
```